[1]
Density functional theory data (ωB97M-V/def2-TZVPD) for a molecular structure, C35H35F10LaN6S2 in a non-equilibrium geometry.

Output
E_HOMO in eV: -1.0
Total charge: -2
HOMO-LUMO gap in Ha: 0.1855
ΔE to the lowest compared entry with this formula, charge and spin in eV: 0.2274

XYZ file:
```
89
Properties=species:S:1:pos:R:3:forces:R:3:mulliken_charge:R:1
La 0.350408 -0.120815 0.323176 -1.02 1.02 -0.24 0.868
C -2.314047 0.599703 -2.570203 -0.04 0.08 0.01 -1.561
N -2.112303 1.192966 -1.253095 0.06 -0.25 0.04 1.612
C -3.263297 0.863970 -0.417958 -0.01 -0.01 -0.08 -1.253
C -3.136645 1.266615 1.033165 0.05 -0.06 0.14 -1.258
N -2.108710 0.487276 1.695276 0.57 0.11 0.05 1.115
C -2.139981 0.503513 3.049577 -0.13 -0.14 -0.10 -0.282
C -1.463494 -0.518772 3.769095 -0.06 0.09 -0.16 -0.042
F -0.826461 -1.452804 3.056695 0.13 -0.25 0.06 -0.291
C -1.439142 -0.634042 5.131983 0.07 -0.06 0.03 0.136
F -0.759967 -1.635787 5.713257 0.01 -0.05 0.02 -0.353
C -2.120143 0.271012 5.928363 0.01 0.01 0.05 0.737
F -2.101896 0.168657 7.276121 -0.01 0.00 0.05 -0.360
C -2.805529 1.278111 5.297512 -0.06 0.10 -0.09 -0.001
F -3.468766 2.189489 6.040097 -0.04 0.04 0.01 -0.350
C -2.819607 1.390357 3.914347 -0.01 0.05 0.04 0.078
F -3.484369 2.473980 3.428914 0.00 0.05 0.02 -0.385
C -1.912653 2.635119 -1.380850 -0.04 0.01 -0.02 -0.916
C -0.488184 2.958909 -1.787335 0.11 0.04 0.03 -1.734
N 0.465224 2.600378 -0.760782 0.01 -0.46 0.35 1.179
C 1.005261 3.569261 -0.007816 -0.01 0.04 -0.13 0.289
C 2.171561 3.249545 0.738847 -0.09 0.00 -0.04 -0.209
F 2.606792 1.990465 0.621503 0.37 -0.12 0.02 -0.197
C 2.871910 4.125099 1.525698 -0.02 -0.05 0.01 -0.014
F 3.984642 3.730634 2.160394 0.05 -0.02 0.02 -0.320
C 2.453899 5.443888 1.644288 0.02 -0.04 0.00 0.639
F 3.139979 6.331271 2.399415 0.04 0.04 0.03 -0.359
C 1.321439 5.815395 0.960170 -0.14 0.04 -0.06 0.007
F 0.869299 7.082202 1.076786 -0.02 0.03 -0.01 -0.344
C 0.618868 4.918563 0.171904 -0.04 0.04 0.00 -0.074
F -0.538712 5.386396 -0.375193 -0.04 0.08 0.03 -0.411
H -3.234049 0.999576 -3.036363 0.01 0.01 -0.01 0.420
H -1.471840 0.807617 -3.227642 0.01 -0.02 0.02 0.280
H -2.395846 -0.480991 -2.488520 -0.01 -0.01 0.02 0.306
H -4.179888 1.320869 -0.835794 -0.03 0.03 -0.06 0.313
H -3.389771 -0.222194 -0.462504 -0.03 0.01 -0.02 0.273
H -2.986180 2.348107 1.112135 -0.04 0.03 -0.01 0.601
H -4.127507 1.079002 1.476600 -0.03 0.00 0.06 0.629
H -2.636644 3.055240 -2.104994 -0.02 -0.02 0.00 0.222
H -2.089737 3.116158 -0.421958 -0.04 -0.01 0.02 0.322
H -0.245118 2.386858 -2.690237 -0.01 0.00 -0.04 0.147
H -0.442250 4.011911 -2.077887 0.03 -0.01 -0.03 0.604
C 4.136981 -2.540419 3.035868 -0.11 0.05 -0.06 -1.752
C 3.017974 -1.610783 2.574206 0.10 -0.18 0.02 0.588
S 2.229281 -2.163907 1.076540 0.03 0.20 0.15 -0.546
C 2.682370 -0.520504 3.286980 0.04 0.09 0.15 0.396
C 3.384808 -0.192244 4.592081 -0.10 -0.02 -0.08 -1.568
S 1.392373 0.633404 2.919081 0.18 -0.20 0.17 -0.520
H 4.358910 -3.261933 2.250776 -0.01 0.01 0.00 0.390
H 3.858247 -3.103984 3.935006 0.00 0.03 -0.03 0.311
H 5.058408 -1.995551 3.260342 0.01 -0.01 0.00 0.357
H 4.268169 -0.805216 4.778942 -0.03 0.02 -0.01 0.400
H 2.687826 -0.336644 5.425388 0.03 0.02 -0.01 0.218
H 3.677368 0.860457 4.602876 0.00 -0.01 0.00 0.270
C 3.655973 -0.751910 -1.809614 0.01 0.07 -0.09 -1.225
N 2.700647 0.343624 -1.943264 0.12 -0.16 0.19 1.334
C 3.418151 1.608482 -1.988444 -0.01 0.01 -0.05 -1.466
C 1.931295 0.199684 -3.169891 -0.08 -0.04 0.02 -1.385
C 1.043744 -1.024915 -3.214286 -0.02 0.09 -0.04 1.182
C 1.041406 -1.762446 -4.398760 -0.06 -0.03 0.03 -0.665
C 0.187599 -2.846901 -4.563564 -0.01 0.05 0.08 -0.776
C -0.664736 -3.175583 -3.519170 0.05 0.06 -0.02 -1.031
C -0.630422 -2.432442 -2.339053 0.02 0.00 -0.11 0.110
C 0.216947 -1.330647 -2.112422 0.08 -0.40 -0.16 -0.328
H 4.387244 -0.734585 -2.641341 -0.01 0.00 0.00 0.268
H 3.138565 -1.707472 -1.811915 -0.04 -0.01 0.01 0.358
H 4.183811 -0.670278 -0.861014 -0.01 0.02 0.01 0.267
H 4.045864 1.668419 -2.896560 0.00 0.00 -0.02 0.429
H 4.063660 1.704245 -1.118923 0.01 -0.02 -0.01 0.361
H 2.705096 2.434397 -1.985370 0.01 -0.04 0.00 0.125
H 2.615265 0.190247 -4.038977 0.04 0.02 -0.05 0.268
H 1.314388 1.098649 -3.264709 0.00 0.00 0.01 0.133
H 1.718471 -1.486497 -5.203889 0.00 0.01 0.00 0.315
H 0.192569 -3.420234 -5.484285 0.00 0.00 -0.01 0.327
H -1.352052 -4.011826 -3.617337 0.01 0.00 0.00 0.415
H -1.328042 -2.725554 -1.562211 0.00 -0.02 -0.01 0.558
N -3.145232 -5.991978 2.619948 0.05 0.08 0.07 -0.577
C -2.620411 -4.876141 1.975191 -0.04 -0.02 -0.01 1.040
C -3.303031 -3.661189 1.964552 -0.01 -0.06 0.02 -1.125
C -2.712965 -2.567726 1.358648 0.02 -0.04 -0.04 -0.432
N -1.524759 -2.607149 0.756337 0.19 0.03 -0.06 0.625
C -0.874906 -3.774255 0.769444 -0.08 0.10 0.01 -0.330
C -1.372806 -4.920294 1.361306 -0.01 -0.05 0.01 -0.992
H -4.141160 -5.993534 2.754958 -0.03 -0.01 -0.03 0.214
H -2.771658 -6.880120 2.334891 0.00 -0.03 -0.04 0.223
H -4.266582 -3.563244 2.452654 0.02 0.02 -0.02 0.348
H -3.187587 -1.592510 1.388317 0.03 -0.03 -0.01 0.106
H 0.101659 -3.783192 0.301154 -0.01 -0.01 -0.01 0.423
H -0.786663 -5.832603 1.360622 0.00 0.04 -0.01 0.293
```
Forces are in eV/Å.


[2]
Density functional theory data (ωB97M-V/def2-TZVPD) for a molecular structure, C28H30ClN10NaO4S2 in a non-equilibrium geometry.

Output
E_HOMO in eV: -0.8
Total charge: -2
HOMO-LUMO gap in Ha: 0.1563
ΔE to the lowest compared entry with this formula, charge and spin in eV: 0.2127

XYZ file:
```
76
Properties=species:S:1:pos:R:3:forces:R:3:mulliken_charge:R:1
Na 0.575262 1.135292 -0.535910 0.04 -1.93 -0.07 1.071
O -2.079851 5.881140 4.224287 0.07 0.66 -0.26 -0.726
C -2.117635 4.659828 4.414674 0.20 -0.26 -0.41 0.377
O -2.587176 4.033131 5.378766 -0.21 -0.41 0.50 -0.744
C -1.487993 3.767579 3.299523 -0.18 0.13 0.30 0.088
C -1.260454 2.421929 3.565233 -0.01 0.02 -0.08 -0.785
C -0.723450 1.624519 2.574913 -0.03 -0.25 0.44 -0.842
N -0.402180 2.071825 1.370949 0.15 0.03 -0.24 0.680
C -0.585888 3.363312 1.112936 -0.03 0.50 -0.12 0.960
C -1.130406 4.243416 2.045722 0.03 -0.03 -0.02 -0.986
C -0.105454 3.847875 -0.269696 -0.22 0.30 0.17 -0.201
O 0.081556 5.060073 -0.404991 0.00 0.54 0.11 -0.848
O 0.082212 2.952179 -1.123970 0.12 0.94 -0.75 -0.696
H -1.513061 2.029245 4.539549 -0.06 0.00 0.03 0.480
H -0.543549 0.571077 2.730792 0.00 -0.10 0.14 0.571
H -1.259552 5.284027 1.784142 0.03 0.00 0.06 0.570
N 0.600132 -3.027164 -0.793441 0.45 0.11 0.23 0.172
C 1.866355 -2.668961 -0.471707 -0.27 -1.10 -0.06 0.315
N 2.783836 -3.650193 -0.421906 0.27 0.14 0.04 -0.722
C 3.992792 -3.230897 -0.047122 -0.52 -0.61 -0.10 0.319
N 4.957203 -4.194429 0.123405 -0.01 0.03 -0.14 -0.436
N 4.341714 -1.988515 0.224634 -0.06 1.00 0.21 -0.637
C 3.341346 -1.086812 0.152822 -0.69 -2.45 -0.63 -0.179
N 2.087967 -1.398050 -0.184505 0.63 1.30 0.37 0.291
C 3.665969 0.281378 0.463549 0.75 1.81 0.46 0.689
C 4.990188 0.634654 0.773438 -0.58 -0.54 -0.22 -0.856
C 5.270721 1.945912 1.075749 -0.26 0.69 0.10 -0.356
C 4.231418 2.874249 1.068442 0.36 -0.42 -0.07 -1.015
C 2.958885 2.427774 0.732684 0.10 0.73 0.20 -0.014
N 2.672880 1.179040 0.441064 0.61 -0.87 -0.05 0.225
H 0.505023 -3.895997 -1.288495 -0.04 -0.02 -0.03 0.268
H 0.015541 -2.263733 -1.090586 -0.14 0.04 -0.12 -0.280
H 4.793234 -5.045014 -0.388546 0.03 -0.01 0.04 0.274
H 5.900853 -3.844505 0.142773 -0.04 -0.03 -0.04 0.269
H 5.748058 -0.134760 0.754078 -0.01 0.05 0.04 0.461
H 6.281604 2.255026 1.312725 0.00 -0.02 0.01 0.404
H 4.402419 3.915774 1.297082 -0.05 0.03 0.00 0.455
H 2.130834 3.115462 0.690490 -0.14 0.24 0.02 0.289
C -0.578087 -4.273206 3.420981 -0.15 0.05 0.10 -1.034
C -1.674111 -3.207399 3.431162 0.21 -0.20 0.06 -0.530
C -1.806774 -2.541144 2.112081 -0.75 -0.52 -0.38 0.232
N -1.225242 -1.454086 1.799302 0.51 -0.29 1.36 -0.614
N -1.476610 -0.999802 0.583376 0.19 1.06 -1.46 0.552
C -2.301437 -1.724895 -0.095613 -0.61 -0.95 0.50 0.164
N -2.787759 -1.395692 -1.295754 -0.10 -0.11 -0.33 -0.019
S -2.836537 -3.164559 0.798587 0.53 0.68 0.17 -0.336
H -0.466159 -4.707884 4.411994 0.04 -0.11 0.09 0.383
H 0.370882 -3.832034 3.128423 0.09 0.03 -0.06 0.259
H -0.822696 -5.065083 2.717318 0.04 -0.12 -0.09 0.294
H -1.421292 -2.429513 4.153084 -0.10 0.00 0.00 0.245
H -2.632510 -3.650140 3.711331 0.03 0.04 0.10 0.326
H -2.451888 -0.506147 -1.658346 -0.06 0.01 -0.18 -0.387
H -3.113990 -2.100855 -1.934100 0.10 0.04 -0.10 0.239
Cl -3.075016 -2.756845 -4.699272 -0.32 -0.20 -0.02 -0.319
C -1.649947 -1.805530 -4.325503 -0.10 -0.11 -0.11 0.153
C -1.701547 -0.412128 -4.415770 -0.06 -0.21 0.00 -0.560
C -0.602665 0.332022 -4.093810 -0.18 0.11 0.07 -0.476
C 0.625213 -0.273411 -3.657159 0.30 0.04 -0.23 1.111
C 1.727732 0.464445 -3.341153 0.30 0.25 0.31 -1.747
C 0.635217 -1.708568 -3.641575 0.01 -0.12 0.09 -0.638
C -0.473568 -2.447661 -3.948918 -0.22 0.06 -0.04 -0.516
H -2.618061 0.063645 -4.743958 -0.04 0.05 0.01 0.352
H -0.637643 1.411682 -4.147026 -0.05 0.10 -0.01 0.285
H 1.719132 1.535414 -3.417570 -0.03 0.34 0.04 0.321
H 2.648899 -0.006848 -3.040335 0.21 -0.17 0.05 0.267
H 1.557104 -2.204265 -3.362880 0.06 -0.07 -0.01 0.465
H -0.446112 -3.529655 -3.900699 0.00 -0.09 -0.05 0.412
C -3.918722 2.156325 -2.438612 0.49 -0.26 0.54 -1.210
S -2.681517 1.774801 -1.151167 -0.57 0.43 -0.10 0.506
C -3.828729 1.665251 0.251500 0.29 -0.02 -0.48 -1.114
H -4.535570 1.284218 -2.636300 -0.18 -0.08 -0.09 0.311
H -3.367661 2.429248 -3.330557 0.03 0.07 -0.16 0.283
H -4.528736 2.988488 -2.100671 -0.09 0.12 -0.07 0.435
H -4.222683 2.654940 0.463840 -0.08 0.07 0.09 0.442
H -3.246819 1.319009 1.098389 0.02 -0.06 0.17 0.156
H -4.635440 0.971179 0.021831 -0.06 -0.11 0.11 0.402
```
Forces are in eV/Å.


[3]
Density functional theory data (ωB97M-V/def2-TZVPD) for a molecular structure, C31H34N5OPS3V.

Output
Spin multiplicity: 2
E_HOMO (spin up / spin down) in eV: -14.1 / -14.1
<S²>: 0.8284
Total charge: +2
HOMO-LUMO gap (spin up / spin down) in Ha: 0.2470 / 0.2712
ΔE to the lowest compared entry with this formula, charge and spin in eV: 2.1407

XYZ file:
```
76
Properties=species:S:1:pos:R:3:forces:R:3:mulliken_charge:R:1
V 0.474684 1.123890 0.188500 -0.23 -0.09 -0.13 0.098
C 1.980874 3.002066 2.075536 -0.05 0.11 0.00 -0.887
C 2.861732 1.809636 1.792127 0.09 -0.10 -0.01 -0.567
N 2.043989 0.580988 1.607291 0.05 -0.01 -0.06 0.192
C 1.641540 -0.106212 2.860419 0.11 -0.01 -0.10 -0.899
C 0.439839 0.527500 3.536264 -0.05 -0.02 0.09 -1.001
S -0.826230 1.064266 2.332159 -0.04 -0.11 0.01 0.386
C -1.009378 2.835852 2.717142 -0.06 0.03 0.06 -1.001
C -0.314194 3.752625 1.713128 0.01 0.02 -0.06 -0.781
N 0.857803 3.085343 1.098871 0.01 0.04 -0.05 -0.107
H 1.549100 2.934177 3.070511 0.01 -0.01 0.02 0.344
H 2.570294 3.919989 2.055643 0.01 0.00 0.00 0.497
H 3.421332 1.961891 0.868046 0.00 0.01 0.01 0.194
H 3.584519 1.670449 2.599433 0.01 0.03 0.00 0.529
H 2.638480 -0.081430 1.110878 0.03 0.04 -0.01 0.296
H 1.418203 -1.135471 2.586344 -0.01 0.00 0.01 0.175
H 2.482615 -0.132691 3.558367 -0.01 -0.01 0.02 0.531
H -0.027118 -0.205224 4.193086 -0.02 0.02 0.01 0.681
H 0.711760 1.381847 4.150685 0.00 0.01 0.01 0.598
H -2.077473 3.044863 2.735578 0.00 -0.02 -0.01 0.518
H -0.651057 2.969795 3.736486 0.01 0.02 -0.01 0.513
H -0.996397 4.033846 0.916827 -0.02 -0.03 0.02 0.341
H -0.002675 4.674313 2.211073 0.00 0.00 0.01 0.525
H 1.162368 3.671701 0.322082 0.02 0.01 0.01 0.357
S 1.989149 2.947034 -2.241656 0.15 -0.05 -0.02 -0.299
C 3.607152 2.249140 -2.315107 -0.10 0.00 0.04 0.556
S 3.615722 0.559885 -1.856161 0.02 0.03 0.06 -0.073
C 4.706854 2.926382 -2.694528 -0.13 -0.13 -0.01 0.809
C 5.951881 2.230811 -2.778844 0.19 0.19 0.04 -0.249
N 6.945259 1.653360 -2.769417 -0.08 -0.11 -0.02 -0.321
C 4.604280 4.326055 -2.961928 0.03 0.07 -0.01 -0.199
N 4.418781 5.446506 -3.135457 -0.01 -0.01 0.00 -0.324
C -1.157466 -2.602668 2.324599 0.08 -0.09 -0.02 -0.823
C -2.386752 -2.032280 1.673710 -0.06 -0.01 0.03 1.033
C -3.617469 -2.268186 2.278669 -0.04 0.02 0.00 -0.983
C -4.800892 -1.806478 1.723717 0.02 -0.01 0.04 -0.854
C -4.773916 -1.085429 0.540396 0.04 0.02 -0.02 -0.934
C -3.560295 -0.842438 -0.080773 -0.07 0.00 -0.04 -0.846
C -2.367874 -1.312915 0.470860 0.04 -0.03 0.00 1.242
P -0.813785 -0.984450 -0.405154 0.02 0.04 0.16 2.318
C 0.052476 -2.548533 -0.653134 0.02 -0.05 -0.07 1.118
C 1.413034 -2.582825 -0.335865 0.02 0.01 -0.02 -0.635
C 2.159892 -3.737519 -0.464675 -0.02 -0.03 -0.01 -1.224
C 1.533620 -4.889208 -0.921463 0.01 -0.01 0.01 -0.857
C 0.189182 -4.864563 -1.249919 0.02 0.04 0.01 -0.960
C -0.584178 -3.709231 -1.127158 0.04 0.01 -0.02 0.909
C -2.038746 -3.788765 -1.508832 -0.06 0.01 0.05 -1.603
C -1.240812 -0.253903 -1.987277 -0.01 -0.02 -0.15 0.701
C -1.254979 -0.916639 -3.210565 0.04 0.05 -0.04 -1.693
C -1.560044 -0.208986 -4.362431 0.01 0.00 -0.01 -0.916
C -1.842409 1.149979 -4.287332 0.00 0.02 0.03 -0.951
C -1.805923 1.815588 -3.069024 0.02 -0.04 -0.03 -0.523
C -1.503581 1.117876 -1.903867 0.05 0.04 0.03 0.331
C -1.398085 1.794292 -0.567654 -0.03 -0.02 0.06 -1.418
H -0.990835 -3.636815 2.010640 -0.01 0.02 0.00 0.342
H -1.264827 -2.607012 3.409143 -0.01 0.00 0.01 0.529
H -0.245134 -2.064040 2.067199 -0.06 0.05 -0.03 -0.569
H -3.645319 -2.830712 3.204169 0.00 0.00 0.00 0.533
H -5.742847 -2.010597 2.214934 0.01 0.00 0.01 0.445
H -5.690689 -0.722103 0.096579 0.00 0.00 -0.01 0.500
H -3.551127 -0.303645 -1.019595 0.01 0.00 -0.01 0.423
H 1.903100 -1.678281 0.007375 -0.02 0.02 0.02 0.303
H 3.212985 -3.746317 -0.217958 0.00 0.01 0.00 0.490
H 2.095884 -5.807035 -1.029825 0.00 0.00 0.00 0.437
H -0.281806 -5.765976 -1.621608 -0.01 0.00 0.01 0.522
H -2.664548 -3.998295 -0.638820 0.01 -0.01 0.03 0.324
H -2.185544 -4.597337 -2.223320 -0.02 0.00 0.02 0.539
H -2.418467 -2.875486 -1.962871 0.00 0.00 0.07 0.252
H -1.012083 -1.970023 -3.270182 0.02 0.06 -0.02 0.483
H -1.571338 -0.713820 -5.318681 0.00 0.01 0.00 0.510
H -2.084025 1.699050 -5.187795 0.00 0.00 0.00 0.448
H -2.019203 2.876980 -3.026095 0.00 0.00 0.00 0.557
H -2.252700 1.569914 0.075658 0.01 -0.02 0.01 0.496
H -1.343654 2.875960 -0.703742 0.00 -0.01 0.01 0.765
O 1.918236 0.451773 -1.745347 -0.13 -0.16 -0.08 -0.265
N 1.419252 1.687920 -1.280065 0.11 0.20 0.07 0.076
```
Forces are in eV/Å.


[4]
Density functional theory data (ωB97M-V/def2-TZVPD) for a single C5H10O molecule.

Output
E_HOMO in eV: -9.5
SMILES: C[C@@H]1[C@H](C)[C@@H]1O
HOMO-LUMO gap in Ha: 0.3840
ΔE to the lowest compared entry with this formula, charge and spin in eV: 1.1825

XYZ file:
```
16
Properties=species:S:1:pos:R:3:forces:R:3:mulliken_charge:R:1
C 1.686653 -0.334614 0.251829 0.01 0.02 -0.09 -1.441
C 0.356384 -0.192176 0.956201 0.08 -0.03 0.04 0.094
C -0.968147 -0.440119 0.258502 -0.13 -0.06 -0.06 0.132
C -1.063176 -0.625915 -1.243956 0.00 -0.04 -0.01 -1.341
C -0.602731 0.943658 0.720482 -0.13 -0.06 0.23 -0.304
O -0.374476 1.894770 -0.280846 0.31 0.15 0.01 -0.565
H 2.424113 0.394539 0.610469 -0.12 -0.08 -0.04 0.349
H 2.099311 -1.331913 0.440736 -0.06 0.16 -0.05 0.353
H 1.595358 -0.227665 -0.832755 0.03 0.03 0.13 0.319
H 0.394973 -0.502688 2.000740 -0.07 0.00 -0.22 0.351
H -1.709354 -0.983443 0.843603 0.08 0.15 -0.15 0.356
H -0.372242 0.030932 -1.779673 -0.09 -0.17 0.14 0.309
H -2.064366 -0.337590 -1.583547 0.11 -0.14 0.06 0.354
H -0.871137 -1.656632 -1.556397 -0.04 0.07 0.10 0.345
H -1.107190 1.367379 1.588121 0.08 -0.10 -0.15 0.345
H 0.576022 2.001476 -0.393511 -0.06 0.10 0.04 0.346
```
Forces are in eV/Å.